{
  "formula": "CH2NO3S",
  "method": "ωB97M-V/def2-TZVPD",
  "e_above_lowest_ev": 0.781,
  "spin_multiplicity": 1,
  "charge": -1,
  "elements": ["S", "O", "O", "N", "H", "C", "O", "H"],
  "coordinates": [[0.5968, 0.8348, -0.6521], [-0.7229, 0.4888, 0.1581], [-1.9585, -0.6011, -1.6766], [1.9070, 0.4304, 0.4357], [1.3964, 0.0579, 1.2052], [-1.7201, -0.8548, -0.5423], [-1.7943, -1.6265, 0.3632], [2.2956, 1.2705, 0.7089]],
  "lowdin_charge": [0.67, -0.66, 0.04, -0.34, -0.01, -0.68, 0.04, -0.06]
}

***

{
  "formula": "C19H38F3N2O11S2V",
  "method": "ωB97M-V/def2-TZVPD",
  "e_above_lowest_ev": 6.948,
  "spin_multiplicity": 1,
  "charge": -2,
  "elements": ["H", "H", "C", "S", "S", "O", "H", "H", "H", "C", "H", "C", "H", "F", "O", "O", "C", "H", "C", "O", "C", "C", "H", "C", "O", "H", "H", "C", "O", "H", "H", "H", "F", "H", "C", "C", "H", "H", "H", "H", "C", "H", "O", "C", "N", "H", "H", "H", "O", "H", "C", "O", "C", "C", "H", "H", "H", "C", "H", "H", "H", "H", "V", "C", "H", "O", "C", "H", "H", "H", "O", "H", "F", "N", "H", "H"],
  "coordinates": [[7.5912, 1.3929, 1.0601], [6.2957, -2.2757, -1.1954], [4.2670, -0.6738, 3.8546], [3.9781, 4.5393, -7.0164], [-0.2355, 11.0955, -3.1428], [-1.3062, 11.9435, -2.5732], [6.7492, -2.3685, 2.3250], [-5.8298, -4.7741, 2.7127], [3.1407, -2.3608, 1.1091], [-6.4056, -2.1244, -0.0072], [3.7068, 0.2593, 3.7944], [6.0789, 0.5591, 2.5196], [-8.9740, -4.9846, 0.7387], [6.3324, 5.7676, -7.7750], [0.7198, 10.5684, -2.1987], [3.4529, 3.2532, -7.4134], [-6.6913, -2.1493, -1.4360], [-5.7270, -3.1356, 3.0104], [6.0890, 0.2416, 0.1293], [0.1900, 5.4783, -0.6380], [-8.4352, -4.8997, 1.6824], [-7.5155, -3.6755, 1.7676], [5.3741, 1.3905, 2.5199], [6.9869, 0.5224, 1.3155], [3.8973, 4.7411, -5.5664], [-4.6561, -0.8581, 0.1380], [5.7380, -2.7294, 3.7554], [-7.2487, -0.9063, 0.6218], [-6.1405, -4.5545, 0.0210], [-8.0508, -0.6606, -0.0741], [-7.8253, -5.8025, 1.7159], [-7.5715, -2.7252, -1.7217], [6.1230, 3.5721, -8.3309], [-6.9304, -1.1492, -1.7976], [6.2451, -1.9450, 3.1937], [5.2941, -1.1350, 0.2036], [-6.5656, -0.0606, 0.5424], [-7.0287, -4.0138, 3.8437], [4.7049, -0.9037, -1.8504], [-8.2912, -0.3408, 2.4658], [5.3379, -0.8544, 2.7059], [-9.3003, -2.5092, 1.6404], [-0.8060, 9.8832, -3.8371], [-7.6622, -1.1340, 2.0618], [-6.8067, -3.4462, 0.5053], [6.7747, 0.6553, 3.3531], [7.3054, -2.1149, 0.2280], [-6.7624, -0.9837, 2.6584], [2.6370, 6.1521, 0.0953], [-5.2875, -4.3348, 0.4026], [6.2733, -2.2173, -0.1072], [3.3758, 5.6627, -7.7194], [-6.4776, -3.9194, 2.9080], [5.8856, 4.5451, -7.4515], [6.7341, 0.3304, -0.7448], [5.8061, -3.1240, 0.2771], [6.9947, -1.6407, 3.9242], [4.2334, -1.0123, -0.8737], [3.5864, -1.5247, 3.8246], [3.8205, -2.0097, -1.0250], [3.5951, -0.1480, -0.6902], [-4.6662, -2.1078, 1.4350], [1.5030, 6.3781, -0.9393], [-8.3741, -2.4300, 2.2096], [-5.8626, -2.5264, -2.0353], [3.9415, -2.5559, 1.6013], [-4.8900, -1.8924, 0.3902], [-9.0587, -5.0027, 2.5705], [4.8061, -0.6969, 4.8017], [7.7330, -0.2370, 1.5495], [0.3844, 11.7150, -4.3151], [-4.2079, -2.5354, -0.1661], [6.5513, 4.1991, -6.3575], [4.5931, -1.2742, 1.5205], [5.4891, 1.1492, 0.0621], [-8.7255, -2.5558, 3.2337]],
  "lowdin_charge": [0.12, 0.09, -0.04, 0.45, 0.20, -0.40, 0.07, 0.07, 0.09, -0.47, 0.08, -0.11, 0.09, 0.11, -0.35, -0.36, -0.06, 0.06, -0.13, -0.46, -0.04, -0.48, 0.12, -0.21, -0.38, 0.08, 0.08, -0.11, 0.02, 0.11, 0.07, 0.10, 0.10, 0.08, -0.05, -0.51, 0.11, 0.08, 0.09, 0.11, -0.48, 0.12, -0.29, -0.20, -0.17, 0.11, 0.08, 0.11, -0.43, 0.08, -0.05, -0.36, -0.04, -0.65, 0.12, 0.08, 0.08, -0.04, 0.07, 0.08, 0.10, 0.07, 1.04, -0.14, 0.09, -0.02, -0.01, 0.08, 0.07, 0.10, -0.30, 0.07, 0.10, -0.09, 0.12, 0.11]
}

***

The HOMO energy results, record by record, are as follows: -2.74 -2.03 eV.
The electronic energy results, record by record, are as follows: -718.01272 -3723.60790 Ha.
The frontier orbital gap results, record by record, are as follows: 6.61 2.65 eV.